C4H7NO | wB97M-V/def2-TZVPD

Summary:
HOMO level (spin up / spin down) in eV: -7.86 / -7.86
Total energy in a.u.: -286.46189
HOMO-LUMO gap (spin up / spin down) in eV: 8.74 / 8.74
Largest force on an atom in Eh/bohr: 0.15497

Last column: Löwdin charge in e.
CARTESIAN COORDINATES (ANGSTROEM)
O (1.287, -1.411, -0.385)  0.10
N (-0.276, 0.461, 1.106)  0.11
C (-1.238, 0.051, 0.535)  -0.41
C (-1.930, -0.756, -0.468)  -0.09
C (2.198, 0.783, -0.024)  -0.05
C (1.142, -0.292, -0.002)  -0.30
H (2.186, 1.323, 0.923)  0.07
H (-2.718, -1.323, 0.030)  0.08
H (-1.229, -1.424, -0.967)  0.07
H (3.194, 0.360, -0.167)  0.08
H (1.962, 1.495, -0.815)  0.08
H (-2.176, 0.834, 1.433)  0.16
H (-2.402, -0.099, -1.200)  0.09